# 1
# C5H15NO2

A 2-piece molecular cluster, C5H15NO2 overall at a distorted geometry (the ωB97M-V functional and the def2-TZVPD basis, the Open Molecules 2025 dataset).

Results
* orbital gap: 10.038 eV
* molecular weight: 121.18 g mol⁻¹
* F_max: 1.97 eV/Å
* SMILES string: CCNCCCO.O
* HOMO level: -9.215 eV
* total energy: -404.70534 hartree
* LUMO level: 0.8233 eV

Geometry as ORCA input:
```
! RIJCOSX wB97M-V def2-TZVPD def2/J DEFGRID3
* xyz 0 1
C -0.420 0.940 2.468
C -1.268 1.241 1.232
N -0.848 0.435 0.078
C 0.236 1.085 -0.671
C 0.623 0.251 -1.873
C 1.415 -0.993 -1.466
O 2.809 -0.656 -1.511
H -0.359 1.840 3.087
H 0.449 0.365 2.185
H -0.966 0.287 3.167
H -2.323 1.030 1.381
H -1.248 2.315 1.006
H -1.652 0.188 -0.481
H 1.056 1.108 0.057
H 0.007 2.121 -0.950
H 1.267 0.787 -2.559
H -0.270 -0.067 -2.425
H 1.100 -1.330 -0.477
H 1.287 -1.788 -2.206
H 3.261 -0.793 -0.672
O -1.563 -3.106 0.328
H -0.758 -3.057 -0.205
H -1.833 -2.201 0.507
*
```



# 2
# C5H13NO

A 2-piece molecular cluster, C5H13NO overall at a distorted geometry (the ωB97M-V functional and the def2-TZVPD basis, the Open Molecules 2025 dataset).

Results
* orbital gap: 9.911 eV
* molecular weight: 103.16 g mol⁻¹
* F_max: 2.99 eV/Å
* SMILES string: C=C(C)CCN.O
* HOMO level: -8.933 eV
* total energy: -328.25090 hartree
* LUMO level: 0.9778 eV

Geometry as ORCA input:
```
! RIJCOSX wB97M-V def2-TZVPD def2/J DEFGRID3
* xyz 0 1
C -1.011 0.178 1.761
C -0.616 -1.009 1.295
C -1.489 -1.782 0.360
C 0.821 -1.419 1.490
C 1.613 -1.427 0.150
N 1.604 -0.181 -0.559
H -2.046 0.489 1.872
H -0.315 0.963 2.038
H -1.326 -1.513 -0.684
H -1.271 -2.857 0.335
H -2.531 -1.720 0.656
H 1.345 -0.681 2.108
H 0.852 -2.348 2.051
H 1.008 -2.131 -0.441
H 2.537 -1.998 0.245
H 1.644 0.622 0.048
H 0.879 -0.103 -1.220
O -0.378 5.320 -3.742
H -0.175 5.907 -4.466
H -1.144 5.691 -3.297
*
```



# 3
# C10H21F3ILuO3P2

C10H21F3ILuO3P2 as an isolated structure at a distorted geometry (the ωB97M-V functional and the def2-TZVPD basis, the Open Molecules 2025 dataset).

Results
* orbital gap (spin up / spin down): 5.253 / 5.764 eV
* molecular weight: 610.09 g mol⁻¹
* F_max: 5.05 eV/Å
* HOMO level (spin up / spin down): -16.693 / -16.603 eV
* total energy: -3134.29270 hartree
* LUMO level (spin up / spin down): -11.4400 / -10.8391 eV

Geometry as ORCA input:
```
! RIJCOSX wB97M-V def2-TZVPD def2/J DEFGRID3
* xyz 2 1
C 0.197 -0.651 -1.555
I -2.582 -0.515 1.077
H -0.800 -1.028 -1.842
H 0.880 -1.514 -1.545
H 0.548 0.005 -2.365
Lu 0.079 0.457 0.482
P 0.870 -2.094 1.485
C 2.595 -2.193 2.079
C -0.036 -2.739 2.945
H 0.207 -3.799 3.110
H 1.009 -4.495 1.024
H -1.114 -2.623 2.771
H -0.170 -3.676 -0.046
H 2.813 -1.289 2.659
H 0.233 -2.153 3.834
C 0.820 -3.596 0.419
H 2.738 -3.079 2.712
H 1.573 -3.524 -0.375
H 3.286 -2.229 1.230
P -1.288 2.192 -1.400
C -0.175 3.603 -1.733
C -2.093 1.876 -3.012
H -3.254 2.303 -0.003
H -3.250 3.625 -1.230
H -2.210 3.732 0.239
C -2.639 3.057 -0.513
H -2.771 1.020 -2.892
H -2.666 2.760 -3.329
H -0.661 4.353 -2.376
H 0.735 3.233 -2.227
H -1.336 1.627 -3.766
H 0.123 4.065 -0.780
C 2.467 0.187 0.014
O 3.599 0.189 -0.182
F 2.004 4.681 3.377
C 1.404 4.331 2.229
F 0.133 4.833 2.236
F 2.067 4.946 1.203
C 1.397 2.784 1.998
O 2.160 2.036 2.599
O 0.533 2.437 1.080
*
```



# 4
# C3H4IN4

An isolated ion of composition C3H4IN4 and charge -1 at a distorted geometry (the ωB97M-V functional and the def2-TZVPD basis, the Open Molecules 2025 dataset).

Results
* orbital gap (spin up / spin down): 4.736 / 4.911 eV
* molecular weight: 223.00 g mol⁻¹
* F_max: 5.38 eV/Å
* HOMO level (spin up / spin down): -1.685 / -4.891 eV
* expectation value of S²: 2.0077
* total energy: -633.29213 hartree
* LUMO level (spin up / spin down): 3.0507 / 0.0207 eV

Geometry as ORCA input:
```
! RIJCOSX wB97M-V def2-TZVPD def2/J DEFGRID3
* xyz -1 3
C -0.865 -1.846 0.102
C -0.130 0.232 -1.240
C -0.843 -0.297 -0.072
N -1.564 -3.809 -0.253
N -1.966 -2.521 -0.242
N 0.296 -2.684 0.242
N -0.283 -3.905 0.088
I -2.871 0.498 0.079
H -0.695 0.114 -2.146
H 0.784 -0.272 -1.568
H 0.025 1.369 -1.281
H -0.366 -0.027 0.886
*
```



# 5
# C19H26F3N3O2

C19H26F3N3O2 as an isolated structure at a distorted geometry (the ωB97M-V functional and the def2-TZVPD basis, the Open Molecules 2025 dataset).

Results
* orbital gap: 7.551 eV
* molecular weight: 385.43 g mol⁻¹
* F_max: 18.17 eV/Å
* HOMO level: -7.094 eV
* total energy: -1353.22673 hartree
* LUMO level: 0.4575 eV

Geometry as ORCA input:
```
! RIJCOSX wB97M-V def2-TZVPD def2/J DEFGRID3
* xyz 0 1
C -4.508 4.316 -0.545
H -5.177 3.835 -1.365
H -4.360 5.281 -1.051
O -3.327 3.651 -0.335
C -3.313 2.438 0.057
C -4.481 1.737 0.580
C -4.433 0.514 1.298
C -3.480 -0.198 1.398
C -2.250 0.371 1.102
C -2.166 1.734 0.523
N -1.013 2.020 0.289
C -0.070 2.344 1.262
C 1.390 3.163 0.638
N 1.592 2.500 -0.433
C 0.660 2.906 -1.617
C -0.644 3.072 -0.793
H -0.789 4.268 -0.599
H -1.397 2.858 -1.605
H 0.507 2.204 -2.321
H 1.005 3.853 -1.791
C 2.147 1.118 -0.611
C 3.253 0.860 -1.437
H 2.694 1.060 -2.505
C 3.864 -0.465 -1.329
H 4.334 -0.719 -2.497
H 4.284 -0.453 -0.560
C 2.854 -1.368 -1.625
N 1.579 -1.306 -0.525
C 1.631 -1.919 0.697
O 0.805 -1.429 1.532
C 2.142 -3.307 0.787
C 1.508 -4.390 -0.032
F 1.337 -4.158 -1.194
F 2.253 -5.481 0.168
F 0.342 -4.536 0.551
H 3.112 -3.314 0.558
H 2.152 -3.475 1.709
C 1.144 0.084 -0.456
H 0.642 0.055 -1.691
H 0.285 -0.005 0.136
H 2.270 -1.308 -2.406
H 3.255 -2.592 -1.226
H 4.083 1.697 -1.474
H 2.759 1.039 0.429
H 2.099 2.715 1.457
H 1.177 4.301 0.663
H -0.456 3.380 2.015
H 0.177 1.787 1.911
H -1.437 -0.124 1.367
H -3.409 -1.244 2.064
H -5.644 0.016 1.386
H -5.588 2.198 0.300
H -5.300 4.552 0.191
*
```



# 6
# C29H37F32N2O7

A 5-piece molecular cluster, C29H37F32N2O7 overall at a distorted geometry (the ωB97M-V functional and the def2-TZVPD basis, the Open Molecules 2025 dataset).

Results
* orbital gap: 9.907 eV
* molecular weight: 1133.56 g mol⁻¹
* F_max: 3.36 eV/Å
* HOMO level: -12.628 eV
* total energy: -4958.79090 hartree
* LUMO level: -2.7211 eV

Geometry as ORCA input:
```
! RIJCOSX wB97M-V def2-TZVPD def2/J DEFGRID3
* xyz 1 1
N -0.322 7.414 -0.086
C -0.654 6.329 -1.029
N 0.060 5.074 -0.620
C -0.834 3.885 -0.344
C 0.005 2.545 -0.507
C 1.412 3.134 -0.982
C 1.381 4.721 -1.239
C 1.613 4.937 -2.787
O 2.859 5.644 -2.910
C 3.934 4.701 -2.863
O 5.085 5.389 -2.428
C 6.179 4.483 -2.279
C 6.421 4.020 -0.790
O 5.274 4.203 0.047
H -1.113 8.053 -0.081
H 0.517 7.860 -0.456
H -1.750 6.124 -0.898
H -0.522 6.607 -2.099
H 0.335 5.316 0.344
H -1.880 3.922 -0.716
H -0.986 3.949 0.771
H -0.475 1.991 -1.352
H 0.053 1.958 0.456
H 2.203 3.049 -0.194
H 1.803 2.489 -1.801
H 2.184 5.201 -0.637
H 1.776 3.966 -3.328
H 0.788 5.454 -3.328
H 4.044 4.243 -3.885
H 3.752 3.869 -2.136
H 7.087 5.052 -2.610
H 6.105 3.569 -2.921
H 6.640 2.916 -0.822
H 7.334 4.539 -0.392
H 5.370 3.680 0.849
C -1.111 -2.226 3.600
C -2.325 -3.162 3.372
C -2.519 -3.755 1.969
F -2.649 -2.831 1.002
F -3.652 -4.497 1.937
F -3.441 -2.526 3.791
F -2.155 -4.218 4.214
O -1.292 -0.792 3.528
C -1.286 -0.124 2.299
C -2.661 0.453 1.924
F -3.634 -0.463 1.972
F -2.645 0.947 0.658
F -0.768 -0.925 1.355
F -0.398 0.895 2.434
H -0.826 -2.382 4.641
H -0.243 -2.542 3.021
H -1.683 -4.407 1.704
H -2.937 1.263 2.604
C 7.918 4.924 -6.641
C 6.894 4.682 -7.780
C 5.735 3.709 -7.517
F 6.126 2.468 -7.190
F 4.979 3.584 -8.633
F 7.568 4.342 -8.897
F 6.321 5.892 -8.039
O 9.134 4.161 -6.654
C 9.082 2.859 -6.135
C 9.275 1.775 -7.206
F 8.441 1.919 -8.248
F 9.046 0.551 -6.678
F 7.942 2.725 -5.421
F 10.088 2.761 -5.248
H 8.251 5.956 -6.768
H 7.445 4.903 -5.658
H 5.092 4.083 -6.716
H 10.296 1.800 -7.593
C -4.260 -6.195 -1.096
C -5.322 -6.683 -2.113
C -6.417 -7.641 -1.616
F -5.945 -8.782 -1.095
F -7.215 -7.997 -2.650
F -4.683 -7.193 -3.187
F -5.967 -5.564 -2.554
O -2.987 -6.874 -1.032
C -2.839 -8.061 -0.295
C -2.579 -9.291 -1.177
F -3.495 -9.439 -2.147
F -2.603 -10.417 -0.429
F -3.884 -8.209 0.533
F -1.765 -7.877 0.499
H -3.985 -5.190 -1.423
H -4.685 -6.056 -0.100
H -7.041 -7.155 -0.861
H -1.600 -9.216 -1.656
C -5.363 -3.127 6.766
C -4.138 -2.661 7.593
C -3.635 -3.583 8.715
F -4.553 -3.850 9.652
F -2.597 -2.995 9.358
F -4.377 -1.414 8.054
F -3.105 -2.543 6.708
O -6.681 -2.646 7.107
C -7.428 -3.256 8.129
C -7.623 -2.351 9.354
F -6.466 -1.862 9.831
F -8.207 -3.042 10.358
F -6.893 -4.450 8.426
F -8.639 -3.517 7.603
H -5.204 -2.711 5.769
H -5.365 -4.208 6.621
H -3.282 -4.533 8.305
H -8.262 -1.501 9.102
*
```



# 7
# C20H16BrN5O3

One molecule with the formula C20H16BrN5O3 at a distorted geometry (the ωB97M-V functional and the def2-TZVPD basis, the Open Molecules 2025 dataset).

Results
* orbital gap: 8.576 eV
* molecular weight: 454.28 g mol⁻¹
* F_max: 1.58 eV/Å
* SMILES string: COc1cc(Br)c([C@H]2C(C#N)=C(N)Oc3n[nH]c(-c4cccnc4)c32)cc1OC
* HOMO level: -8.141 eV
* total energy: -3845.21934 hartree
* LUMO level: 0.4347 eV

Geometry as ORCA input:
```
! RIJCOSX wB97M-V def2-TZVPD def2/J DEFGRID3
* xyz 0 1
C -4.332 -0.389 -2.837
O -3.817 -0.932 -1.641
C -2.524 -0.746 -1.275
C -2.121 -1.527 -0.198
C -0.846 -1.437 0.324
Br -0.428 -2.541 1.811
C 0.086 -0.568 -0.215
C 1.478 -0.381 0.337
C 2.534 -0.954 -0.599
C 2.269 -2.202 -1.173
N 2.043 -3.224 -1.649
C 3.709 -0.329 -0.872
N 4.664 -0.833 -1.706
O 4.057 0.908 -0.412
C 3.038 1.613 0.136
N 3.083 2.918 0.327
N 1.871 3.234 0.796
C 1.055 2.156 0.930
C -0.342 2.231 1.317
C -1.170 3.247 0.843
C -2.517 3.216 1.156
C -2.990 2.166 1.930
N -2.208 1.215 2.411
C -0.925 1.248 2.120
C 1.799 1.066 0.510
C -0.311 0.194 -1.309
C -1.588 0.141 -1.845
O -1.986 0.930 -2.893
C -1.046 1.785 -3.492
H -5.340 -0.796 -2.918
H -4.380 0.701 -2.800
H -3.745 -0.697 -3.704
H -2.846 -2.202 0.228
H 1.548 -0.901 1.304
H 4.643 -1.821 -1.894
H 5.565 -0.386 -1.666
H 1.684 4.184 1.073
H -0.767 4.033 0.218
H -3.187 3.983 0.798
H -4.038 2.082 2.182
H -0.323 0.466 2.561
H 0.420 0.863 -1.736
H -0.681 2.541 -2.788
H -1.581 2.279 -4.302
H -0.198 1.230 -3.905
*
```



# 8
# C5H9N3

C5H9N3 as an isolated structure at a distorted geometry (the ωB97M-V functional and the def2-TZVPD basis, the Open Molecules 2025 dataset).

Results
* orbital gap: 8.286 eV
* molecular weight: 111.15 g mol⁻¹
* F_max: 6.87 eV/Å
* HOMO level: -8.184 eV
* total energy: -359.84798 hartree
* LUMO level: 0.1014 eV

Geometry as ORCA input:
```
! RIJCOSX wB97M-V def2-TZVPD def2/J DEFGRID3
* xyz 0 1
C -2.529 0.105 0.394
C -1.072 -0.243 0.450
C -0.624 -1.513 0.463
C -0.223 0.935 -0.047
C 2.928 1.697 -0.760
H -2.768 0.136 1.650
H -3.223 -1.075 -0.069
H -2.565 1.248 -0.456
H -1.454 -2.307 0.716
H 0.572 -3.276 0.194
H 1.379 -1.404 0.054
H -0.900 1.807 -0.163
H 3.846 2.226 -1.260
H 3.192 0.617 -0.610
N 0.691 -1.900 0.704
N 1.072 0.766 -0.444
N 1.679 2.182 -0.815
*
```



# 9
# C5H17N2O

A 2-piece molecular cluster, C5H17N2O overall at a distorted geometry (the ωB97M-V functional and the def2-TZVPD basis, the Open Molecules 2025 dataset).

Results
* orbital gap: 10.819 eV
* molecular weight: 121.20 g mol⁻¹
* F_max: 6.09 eV/Å
* HOMO level: -13.623 eV
* total energy: -385.12515 hartree
* LUMO level: -2.8040 eV

Geometry as ORCA input:
```
! RIJCOSX wB97M-V def2-TZVPD def2/J DEFGRID3
* xyz 1 1
C -0.246 -1.421 0.106
C 1.149 -1.535 -0.701
C 2.199 -0.438 -0.477
C 1.973 0.671 0.574
N 0.831 1.587 0.275
C 0.685 2.767 1.403
N -1.113 -0.248 -0.277
H -0.019 -1.165 1.075
H -0.891 -2.284 -0.112
H 1.607 -2.430 -0.391
H 0.946 -1.714 -1.878
H 2.192 -0.014 -1.461
H 3.278 -0.942 -0.191
H 2.846 1.255 0.400
H 2.151 0.381 1.643
H 0.683 2.013 -0.634
H 0.991 2.399 2.274
H -0.427 2.941 1.435
H 1.245 3.611 1.027
H -2.109 -0.327 -0.113
H -0.876 -0.165 -1.322
H 0.066 0.904 0.464
H -6.170 -1.863 -1.791
H -5.542 -2.225 -0.271
O -5.447 -1.759 -1.059
*
```



# 10
# C8H15N5

One molecule with the formula C8H15N5 at a distorted geometry (the ωB97M-V functional and the def2-TZVPD basis, the Open Molecules 2025 dataset).

Results
* orbital gap: 9.629 eV
* molecular weight: 181.24 g mol⁻¹
* F_max: 5.85 eV/Å
* SMILES string: CCn1nnc([C@@H]2CCCNC2)n1
* HOMO level: -8.781 eV
* total energy: -587.48601 hartree
* LUMO level: 0.8479 eV

Geometry as ORCA input:
```
! RIJCOSX wB97M-V def2-TZVPD def2/J DEFGRID3
* xyz 0 1
C 4.202 0.929 -0.397
C 3.733 -0.499 0.290
N 2.337 -0.686 0.361
N 1.741 -0.232 1.504
N 0.431 -0.307 1.303
C 0.254 -0.751 -0.009
C -1.035 -0.636 -0.713
C -1.532 0.803 -1.056
C -2.173 1.481 0.232
C -3.074 0.435 1.057
N -3.367 -0.831 0.344
C -2.137 -1.474 -0.270
N 1.459 -1.029 -0.659
H 4.229 1.756 0.378
H 5.373 0.758 -0.483
H 3.783 1.067 -1.474
H 4.093 -0.528 1.340
H 4.111 -1.416 -0.197
H -0.717 -0.918 -1.738
H -0.716 1.447 -1.384
H -2.337 0.634 -1.806
H -1.312 1.787 0.754
H -2.704 2.318 -0.160
H -2.315 0.010 1.864
H -3.904 0.826 1.685
H -4.074 -0.479 -0.363
H -2.498 -2.230 -1.019
H -1.852 -2.234 0.614
*
```



# 11
# C4H4OS2

One molecule with the formula C4H4OS2 at a distorted geometry (the ωB97M-V functional and the def2-TZVPD basis, the Open Molecules 2025 dataset).

Results
* orbital gap (spin up / spin down): 7.801 / 7.803 eV
* molecular weight: 132.21 g mol⁻¹
* F_max: 3.16 eV/Å
* HOMO level (spin up / spin down): -8.011 / -8.012 eV
* total energy: -1026.34560 hartree
* LUMO level (spin up / spin down): -0.2099 / -0.2094 eV

Geometry as ORCA input:
```
! RIJCOSX wB97M-V def2-TZVPD def2/J DEFGRID3
* xyz 0 1
C -1.355 -0.138 0.030
C -1.160 0.801 -0.901
C 1.021 -0.154 -0.007
C -0.161 -0.784 0.674
O 3.237 0.663 -0.732
S 0.522 1.125 -1.196
S 2.688 -0.384 0.126
H -2.342 -0.295 0.634
H -2.009 1.330 -1.157
H -0.352 -0.354 1.665
H -0.088 -1.810 0.863
*
```



# 12
# C5H12O2

One molecule with the formula C5H12O2 at a distorted geometry (the ωB97M-V functional and the def2-TZVPD basis, the Open Molecules 2025 dataset).

Results
* orbital gap: 10.519 eV
* molecular weight: 104.15 g mol⁻¹
* F_max: 2.29 eV/Å
* SMILES string: CC[C@@H](O)CCO
* HOMO level: -9.687 eV
* total energy: -348.14238 hartree
* LUMO level: 0.8315 eV

Geometry as ORCA input:
```
! RIJCOSX wB97M-V def2-TZVPD def2/J DEFGRID3
* xyz 0 1
C 2.291 -0.092 0.753
C 1.025 0.287 0.041
C -0.032 -0.839 -0.010
O -0.432 -1.065 1.332
C -1.225 -0.524 -0.918
C -1.807 0.833 -0.531
O -0.833 1.854 -0.592
H 3.033 0.684 0.543
H 2.061 -0.088 1.820
H 2.674 -1.068 0.458
H 1.206 0.575 -1.010
H 0.750 1.187 0.737
H 0.468 -1.741 -0.418
H -1.213 -1.630 1.331
H -1.990 -1.321 -0.848
H -0.899 -0.517 -1.967
H -2.232 0.759 0.478
H -2.601 1.130 -1.221
H -0.308 1.842 0.235
*
```